Record 1
C30H22CoN5 | the ωB97M-V functional and the def2-TZVPD basis

Cartesian coordinates (Å):
Co (0.31013, -0.60890, 0.66488)
N (-0.09981, 0.98891, -0.28861)
N (-2.35674, -4.71875, -5.02203)
N (-0.38944, -2.03632, -0.81519)
N (2.10002, -0.40786, -0.02675)
N (-1.50524, -0.29661, 1.52059)
C (2.61168, 1.04094, 2.97627)
C (2.15425, 0.67326, -0.87071)
C (4.48772, 0.21950, -1.27064)
C (-1.53944, -2.70962, -0.73144)
C (4.40906, -0.83944, -0.40954)
C (-1.93510, -4.14413, -4.12277)
C (-2.23211, -1.25226, 2.09313)
C (-1.40764, -3.42595, -2.99564)
C (3.34794, 1.01014, -1.53499)
C (-2.00308, 2.56441, -0.67337)
C (-4.15119, 1.98978, 0.31352)
C (0.30337, 1.68597, 2.67056)
C (0.25696, -2.05678, -1.98690)
C (1.63080, 2.01574, 2.73554)
C (-0.15192, 0.35481, 2.91605)
C (0.86479, -0.65308, 2.82854)
C (3.35283, 2.09976, -2.43663)
C (2.21508, -0.26795, 3.02182)
C (-2.16003, 0.67757, 0.79957)
C (0.99304, 2.46372, -1.98276)
C (0.93937, 1.43050, -1.06386)
C (-2.08794, -3.41663, -1.78446)
C (-1.36578, 1.46457, -0.11314)
C (-3.54434, 0.88847, 0.95589)
C (-3.62168, -1.17143, 2.21436)
C (2.19221, 2.78466, -2.65135)
C (3.17746, -1.12763, 0.19445)
C (-4.25875, -0.06649, 1.71193)
C (-0.20833, -2.73190, -3.09827)
C (-3.36855, 2.81184, -0.44834)
H (-3.02137, -3.94637, -1.66361)
H (-4.15775, -1.94603, 2.74336)
H (0.11823, 3.04328, -2.22010)
H (5.26735, -1.45702, -0.18887)
H (5.42062, 0.46104, -1.76475)
H (3.06856, -1.97140, 0.86353)
H (0.34981, -2.71434, -4.02280)
H (-1.46355, 3.25290, -1.29995)
H (-0.76566, 0.26986, 3.81043)
H (-1.67276, -2.03680, 2.59163)
H (-5.21333, 2.15807, 0.42354)
H (-0.43919, 2.46631, 2.54671)
H (-5.32117, 0.07352, 1.86849)
H (3.64345, 1.32369, 3.12660)
H (2.94283, -1.05389, 3.18489)
H (0.59594, -1.66266, 3.13496)
H (-2.04810, -2.68796, 0.22168)
H (1.18563, -1.50589, -2.03794)
H (1.91773, 3.05357, 2.62239)
H (2.17958, 3.60847, -3.35288)
H (4.26844, 2.36707, -2.94616)
H (-3.81492, 3.67172, -0.93087)

The total energy comes out at -2812.71256 Eh. Its frontier orbital gap (alpha / beta) is 6.0033 / 5.9084 eV. As for the expectation value of S²: 0.814. As for the spin multiplicity: 2. The calculation puts the highest occupied orbital energy (alpha / beta) at -9.69 / -9.62 eV. The charge is +1.

---

Record 2
C30H22N2O3Pt | the ωB97M-V functional and the def2-TZVPD basis

Cartesian coordinates (Å):
Pt (0.33437, 1.34729, -1.78773)
O (-3.08080, 1.98316, 3.72243)
O (-2.49930, -0.37946, 5.10369)
O (-0.38710, 3.32180, -2.31683)
N (-1.85085, 2.35821, -0.17574)
N (-2.27299, 3.52042, -0.86739)
C (-1.36894, -1.17914, 3.21281)
C (4.43629, -1.75757, 1.93033)
C (0.09071, -4.87430, -3.10966)
C (-2.05341, 1.04568, 1.77923)
C (2.58213, -4.81861, -2.11105)
C (-3.36438, 7.06336, -2.37888)
C (3.62189, -1.69841, 0.83242)
C (0.89401, -6.00431, -3.23686)
C (-2.87711, 5.93462, -1.77568)
C (0.97135, -0.38005, -1.50641)
C (1.48132, -1.44378, -1.12512)
C (0.50397, -3.77271, -2.43724)
C (2.13043, -2.63984, -0.92356)
C (1.73572, -3.77407, -1.79163)
C (-1.30180, 5.77671, -3.55220)
C (-1.43778, 3.89719, -1.84118)
C (-1.72478, 6.92674, -4.16682)
C (-1.33635, 0.00947, 1.18988)
C (4.24454, -4.14470, 1.89577)
C (-1.88881, 0.44347, 6.03283)
C (-1.01283, -1.13375, 1.88348)
C (-2.81431, 7.57100, -3.58079)
C (4.77032, -3.00736, 2.49751)
C (3.07955, -2.80578, 0.17951)
C (-2.04241, -0.13168, 3.84018)
C (-1.89264, 5.19803, -2.45513)
C (2.14750, -6.04250, -2.63694)
C (-2.47903, 1.04583, 3.12965)
C (3.40503, -4.02060, 0.78293)
C (-2.31463, 2.26262, 0.99707)
H (3.58416, -4.82397, -1.65571)
H (2.75716, -6.85888, -2.68610)
H (-2.48191, 0.43888, 6.90794)
H (-0.89819, -4.76402, -3.60216)
H (-4.16814, 7.67689, -1.85348)
H (0.61610, -6.86488, -3.74571)
H (-1.14387, 0.17382, 0.16368)
H (-1.14150, 7.25365, -5.09434)
H (3.29828, -0.69262, 0.49183)
H (4.31367, -5.06308, 2.33920)
H (4.76488, -0.83476, 2.35407)
H (-3.23112, 5.50895, -0.81425)
H (-0.44578, -1.97635, 1.40518)
H (3.01391, -4.95231, 0.38183)
H (5.35182, -3.06180, 3.39175)
H (-1.72923, 1.42648, 5.62421)
H (-0.94267, -0.02838, 6.30957)
H (-1.15852, -2.12223, 3.74535)
H (-0.37988, 5.30879, -3.95724)
H (-0.14469, -2.93708, -2.25964)
H (-3.03866, 3.01738, 1.33404)
H (-3.22471, 8.47850, -4.01290)

The total energy comes out at -1610.76588 Eh. Its frontier orbital gap (alpha / beta) is 4.7963 / 3.5486 eV. As for the expectation value of S²: 2.086. As for the spin multiplicity: 3. The calculation puts the highest occupied orbital energy (alpha / beta) at -0.31 / -0.83 eV. The charge is -2.

---

Record 3
C30H22N7O3Tc | the ωB97M-V functional and the def2-TZVPD basis

Cartesian coordinates (Å):
Tc (10.83129, 10.92991, 9.57693)
O (8.35158, 8.45627, 7.47606)
O (10.01302, 10.69704, 13.47211)
O (13.19684, 14.02532, 8.40677)
N (9.31898, 11.82449, 8.41762)
N (11.74316, 9.51822, 10.71758)
N (12.02368, 12.50224, 9.77438)
N (11.91598, 10.71214, 7.71202)
N (7.50471, 11.14718, 10.95799)
N (10.11956, 11.73643, 11.33343)
N (9.77103, 9.41090, 9.10292)
C (12.68003, 9.96087, 5.59104)
C (12.53017, 14.93174, 12.50957)
C (7.67877, 11.24044, 6.81199)
C (13.38031, 11.15343, 5.34948)
C (12.78407, 14.34234, 11.32908)
C (13.30907, 12.11287, 6.30854)
C (8.86381, 9.44566, 8.03069)
C (11.89658, 9.83063, 6.68944)
C (8.07319, 10.55348, 12.03082)
C (5.69052, 9.61485, 11.10931)
C (7.32272, 12.59845, 6.74232)
C (8.09254, 13.57631, 7.40717)
C (10.57339, 13.53628, 13.00349)
C (9.50845, 10.98705, 12.36814)
C (13.33848, 8.80239, 12.33297)
C (6.39803, 10.66304, 10.52614)
C (12.60396, 11.84258, 7.48797)
C (7.40122, 9.54385, 12.75160)
C (11.02307, 8.31795, 10.78647)
C (12.56780, 7.65632, 12.54739)
C (11.57734, 7.32204, 11.61299)
C (9.11584, 13.18148, 8.23999)
C (9.88668, 8.12461, 9.79268)
C (11.94491, 13.25448, 10.99077)
C (12.87285, 9.72799, 11.44427)
C (12.65040, 12.91449, 8.61744)
C (11.44465, 14.55017, 13.32725)
C (6.21843, 8.98668, 12.22414)
C (10.89204, 12.77846, 11.80076)
C (8.62154, 10.83613, 7.72214)
H (13.20932, 15.72875, 12.79407)
H (13.48839, 14.71753, 10.58130)
H (12.72827, 9.06837, 4.91620)
H (13.80023, 13.12702, 6.18292)
H (5.82330, 8.13156, 12.71593)
H (9.80679, 13.85631, 8.72814)
H (9.00002, 7.92876, 10.36473)
H (5.98482, 11.14307, 9.68518)
H (7.93071, 14.67606, 7.30890)
H (10.12115, 7.26663, 9.13394)
H (11.31164, 8.87871, 6.93558)
H (4.76553, 9.33264, 10.61394)
H (6.45765, 12.83403, 6.17499)
H (11.32201, 15.16400, 14.20475)
H (11.12219, 6.30878, 11.69398)
H (7.12830, 10.54231, 6.23397)
H (13.93118, 11.28933, 4.38872)
H (14.22723, 9.09816, 12.87110)
H (9.84317, 13.16790, 13.69994)
H (13.36611, 10.65856, 11.25248)
H (7.70880, 9.25372, 13.73103)
H (12.83570, 6.96300, 13.36420)

The total energy comes out at -1846.07688 Eh. Its frontier orbital gap (alpha / beta) is 6.6354 / 5.9300 eV. As for the expectation value of S²: 3.778. As for the spin multiplicity: 4. The calculation puts the highest occupied orbital energy (alpha / beta) at -10.08 / -10.40 eV. The charge is +1.

---

Record 4
C30H23AlClN3O6SSb | the ωB97M-V functional and the def2-TZVPD basis

Cartesian coordinates (Å):
Sb (-1.16050, -3.42703, -0.73375)
Cl (-0.39166, 2.53349, 1.11212)
S (-2.01327, -1.26005, -0.59959)
Al (-0.02910, -0.15357, -0.04720)
O (3.29064, -1.44031, 1.75120)
O (-0.39073, 1.65448, -0.19283)
O (-0.40322, 3.86824, 0.67013)
O (-1.57545, 2.15487, 1.80670)
O (0.79576, 2.14899, 1.80660)
O (3.81717, -0.79876, -0.92505)
N (-0.14081, -0.70941, 1.88153)
N (0.56288, -0.09612, -2.02330)
N (1.76637, -0.68988, 0.16339)
C (1.87756, -3.64226, -1.09475)
C (-0.11841, -5.14759, 3.15033)
C (-3.01174, -6.45340, -3.17896)
C (-2.39166, -4.25380, 1.82468)
C (2.54087, 0.06892, -3.34629)
C (-2.09715, -5.69650, -2.46393)
C (1.74289, -3.58826, -3.87270)
C (1.77141, 0.43812, -4.43833)
C (-0.01001, -4.65294, 1.85728)
C (0.57573, -3.50357, -3.12928)
C (-3.83504, -4.09024, -1.95648)
C (0.64494, -3.54062, -1.73677)
C (-2.49202, -4.76579, 3.10785)
C (2.20025, -1.06324, 1.41493)
C (3.03804, -3.73395, -1.84924)
C (-1.35601, -5.20587, 3.76949)
C (0.13447, -1.18408, 4.57909)
C (-4.74268, -4.85835, -2.66998)
C (-1.14742, -4.20027, 1.19799)
C (1.24593, -1.24640, 3.74991)
C (1.06169, -0.99388, 2.40817)
C (1.89061, -0.18338, -2.15470)
C (0.39254, 0.52208, -4.30465)
C (2.63476, -0.59096, -0.90277)
C (-1.21231, -0.66603, 2.67845)
C (-0.18055, 0.24573, -3.07653)
C (-4.33073, -6.03351, -3.27938)
C (-1.10947, -0.89661, 4.03803)
C (-2.51648, -4.51742, -1.85591)
C (2.96687, -3.71009, -3.23271)
H (2.23896, -1.47726, 4.10499)
H (0.95803, -4.65010, 1.38158)
H (-3.28801, -3.91029, 1.32109)
H (-2.15725, -0.43757, 2.20222)
H (1.96125, -3.62936, -0.01878)
H (-0.37698, -3.42222, -3.64016)
H (-4.16087, -3.16106, -1.49925)
H (-2.69416, -7.37012, -3.65418)
H (0.76477, -5.49564, 3.66560)
H (1.69560, -3.56809, -4.95163)
H (-0.23762, 0.80568, -5.13328)
H (-1.43709, -5.60006, 4.77211)
H (-5.04071, -6.62505, -3.83840)
H (3.61559, -0.02460, -3.38724)
H (0.23937, -1.35998, 5.64045)
H (3.87326, -3.77826, -3.81652)
H (2.24033, 0.65829, -5.38639)
H (-1.07093, -6.03397, -2.38674)
H (-3.45702, -4.82054, 3.58966)
H (-1.24900, 0.29329, -2.91872)
H (-1.99251, -0.84550, 4.65299)
H (3.99439, -3.79993, -1.35380)
H (-5.77036, -4.53493, -2.75268)

The total energy comes out at -3113.53312 Eh. Its frontier orbital gap is 9.2546 eV. The calculation puts the highest occupied orbital energy at -12.38 eV. The charge is +1.